Entry 1:
{
  "formula": "C16H52BInO15",
  "method": "ωB97M-V/def2-TZVPD",
  "symbols": ["In", "B", "H", "H", "H", "H", "C", "C", "O", "H", "H", "H", "H", "H", "H", "C", "C", "O", "O", "H", "H", "H", "H", "H", "H", "C", "C", "O", "O", "H", "H", "H", "H", "H", "H", "C", "C", "O", "O", "H", "H", "H", "H", "H", "H", "C", "C", "O", "O", "H", "H", "H", "H", "H", "H", "C", "C", "O", "O", "H", "H", "H", "H", "H", "H", "C", "C", "O", "O", "H", "H", "H", "H", "H", "H", "C", "C", "O", "O", "H", "H", "H", "H", "H", "H"],
  "xyz": [[-1.873, -1.803, -1.173], [0.048, 0.240, 0.345], [0.922, -0.500, 0.184], [0.363, 1.262, 0.782], [-0.493, 0.393, -0.681], [-0.613, -0.276, 1.137], [-2.046, 2.876, 2.472], [-3.087, 2.038, 3.199], [-2.815, 0.648, 3.061], [-1.148, 3.075, 3.060], [-2.531, 3.851, 2.364], [-1.688, 2.577, 1.485], [-4.056, 2.268, 2.742], [-3.138, 2.343, 4.245], [-3.166, 0.128, 3.788], [-0.247, -0.985, -4.378], [-0.400, 0.449, -3.911], [-1.275, 0.559, -2.803], [0.176, -1.788, -3.293], [0.406, -0.954, -5.258], [-1.078, -1.475, -4.901], [-0.771, 1.062, -4.741], [0.576, 0.893, -3.680], [-1.427, 1.511, -2.672], [1.035, -2.173, -3.492], [-1.703, -4.213, 3.323], [-0.792, -3.579, 2.261], [-1.266, -2.368, 1.736], [-1.035, -5.341, 3.863], [-2.634, -4.493, 2.829], [-1.901, -3.531, 4.151], [-0.599, -4.340, 1.503], [0.175, -3.375, 2.733], [-0.827, -1.622, 2.165], [-0.691, -5.097, 4.727], [0.399, -4.999, -1.156], [1.496, -3.990, -0.807], [0.945, -2.687, -0.409], [-0.502, -4.448, -2.048], [-0.034, -5.400, -0.240], [1.028, -5.773, -1.611], [2.094, -3.776, -1.697], [2.116, -4.258, 0.050], [1.791, -2.209, -0.258], [-0.336, -4.704, -2.958], [1.168, 3.769, -2.176], [-0.115, 3.981, -1.348], [-0.907, 2.814, -1.250], [1.806, 2.522, -1.853], [1.855, 4.544, -1.835], [0.919, 3.715, -3.232], [-0.692, 4.829, -1.718], [0.110, 4.235, -0.301], [-0.347, 2.115, -0.870], [1.602, 2.221, -0.960], [-3.920, 1.194, -0.633], [-4.783, 0.286, -1.510], [-3.962, -0.615, -2.277], [-3.217, 0.324, 0.254], [-4.698, 1.717, -0.073], [-3.243, 1.780, -1.251], [-5.551, 0.817, -2.075], [-5.427, -0.289, -0.837], [-4.151, -0.481, -3.211], [-3.029, 0.901, 1.012], [3.638, -0.185, -0.294], [5.071, 0.168, -0.543], [5.607, -0.623, -1.601], [3.518, -1.601, -0.111], [3.027, 0.155, -1.137], [3.237, 0.217, 0.637], [5.717, 0.024, 0.325], [5.129, 1.220, -0.841], [6.551, -0.533, -1.734], [3.811, -2.048, -0.917], [1.942, 3.423, 2.933], [2.712, 2.092, 2.889], [1.875, 0.965, 2.748], [1.554, 3.679, 1.596], [2.455, 4.267, 3.388], [1.102, 3.064, 3.534], [3.243, 1.951, 3.841], [3.573, 2.072, 2.208], [1.177, 1.183, 2.103], [2.242, 4.113, 1.085]],
  "max_force_ev_per_a": 2.977,
  "gap_ev": 3.20,
  "spin_multiplicity": 1,
  "charge": 2,
  "relative_energy_kcal_mol": 70.3
}

Entry 2:
{
  "formula": "C16H52N19O10",
  "method": "ωB97M-V/def2-TZVPD",
  "symbols": ["C", "C", "O", "C", "C", "C", "N", "C", "C", "H", "H", "H", "H", "H", "H", "H", "H", "H", "H", "H", "H", "H", "H", "H", "H", "C", "O", "N", "N", "H", "H", "H", "H", "C", "O", "N", "N", "H", "H", "H", "H", "C", "O", "N", "N", "H", "H", "H", "H", "C", "O", "N", "N", "H", "H", "H", "H", "C", "O", "N", "N", "H", "H", "H", "H", "C", "O", "N", "N", "H", "H", "H", "H", "C", "O", "N", "N", "H", "H", "H", "H", "C", "O", "N", "N", "H", "H", "H", "H", "C", "O", "N", "N", "H", "H", "H", "H"],
  "xyz": [[2.853, -0.724, 1.519], [2.600, -2.182, 1.144], [1.686, -2.745, 2.055], [0.865, -3.779, 1.521], [-0.516, -3.779, 2.178], [-1.437, -2.581, 1.958], [-1.316, -1.680, 3.134], [-1.106, -1.794, 0.710], [-1.405, -2.525, -0.619], [2.248, -0.051, 0.902], [3.907, -0.459, 1.406], [2.530, -0.571, 2.553], [3.551, -2.736, 1.172], [2.205, -2.251, 0.121], [0.790, -3.675, 0.427], [1.360, -4.752, 1.708], [-0.995, -4.725, 1.862], [-0.352, -3.870, 3.262], [-0.414, -1.162, 3.126], [-2.024, -0.964, 3.003], [-1.737, -0.894, 0.732], [-0.046, -1.399, 0.697], [-0.599, -2.349, -1.349], [-2.338, -2.155, -1.050], [-1.470, -3.608, -0.473], [-4.337, 0.650, -1.352], [-4.173, -0.542, -1.484], [-5.585, 1.223, -1.256], [-3.291, 1.536, -1.286], [-5.736, 2.206, -1.131], [-6.374, 0.608, -1.312], [-2.365, 1.148, -1.325], [-3.406, 2.523, -1.149], [-3.941, 3.752, -4.928], [-4.596, 4.438, -5.701], [-4.503, 2.779, -4.151], [-2.596, 3.911, -4.760], [-3.968, 2.217, -3.512], [-5.490, 2.631, -4.233], [-2.149, 4.653, -5.262], [-2.027, 3.371, -4.133], [5.800, -3.048, -1.084], [5.262, -2.082, -0.580], [6.407, -4.019, -0.328], [5.832, -3.256, -2.435], [6.834, -4.837, -0.717], [6.368, -3.908, 0.668], [5.369, -2.582, -3.016], [6.249, -4.060, -2.863], [-2.579, 0.411, 6.431], [-2.579, 1.455, 7.086], [-3.379, -0.648, 6.800], [-1.835, 0.185, 5.336], [-3.362, -1.532, 6.324], [-3.962, -0.532, 7.613], [-1.247, 0.921, 4.994], [-1.856, -0.691, 4.806], [-3.938, -1.271, 10.473], [-4.947, -1.120, 9.803], [-3.913, -2.079, 11.581], [-2.762, -0.651, 10.168], [-3.095, -2.223, 12.139], [-4.763, -2.552, 11.819], [-2.743, -0.059, 9.352], [-1.921, -0.775, 10.696], [-5.125, -0.077, 2.929], [-3.926, -0.111, 2.769], [-5.999, -0.242, 1.883], [-5.698, 0.112, 4.163], [-6.994, -0.253, 1.990], [-5.584, -0.464, 0.995], [-5.072, 0.235, 4.943], [-6.687, 0.126, 4.317], [1.041, 3.554, -4.954], [0.217, 3.743, -4.073], [2.379, 3.516, -4.712], [0.673, 3.376, -6.261], [3.088, 3.385, -5.412], [2.673, 3.617, -3.759], [-0.309, 3.365, -6.468], [1.331, 3.217, -7.000], [6.130, 4.028, -5.262], [5.237, 3.203, -5.430], [6.401, 4.553, -4.039], [6.908, 4.466, -6.290], [7.126, 5.226, -3.876], [5.851, 4.230, -3.264], [6.722, 4.093, -7.202], [7.644, 5.136, -6.176], [4.869, -0.854, -6.317], [5.027, -2.041, -6.550], [3.640, -0.304, -6.081], [5.913, 0.027, -6.260], [3.513, 0.660, -5.835], [2.850, -0.922, -6.083], [6.832, -0.348, -6.389], [5.788, 1.009, -6.085]],
  "max_force_ev_per_a": 0.469,
  "gap_ev": 1.85,
  "spin_multiplicity": 1,
  "charge": -1
}

Entry 3:
{
  "formula": "C16H52N4O10",
  "method": "ωB97M-V/def2-TZVPD",
  "symbols": ["N", "C", "N", "O", "H", "H", "H", "H", "N", "C", "N", "O", "H", "H", "H", "H", "C", "C", "O", "H", "H", "H", "H", "H", "H", "C", "C", "O", "H", "H", "H", "H", "H", "H", "C", "C", "O", "H", "H", "H", "H", "H", "H", "C", "C", "O", "H", "H", "H", "H", "H", "H", "C", "C", "O", "H", "H", "H", "H", "H", "H", "C", "C", "O", "H", "H", "H", "H", "H", "H", "C", "O", "H", "H", "H", "H", "C", "O", "H", "H", "H", "H"],
  "xyz": [[0.873, 2.226, -2.805], [0.190, 1.811, -1.767], [-0.642, 0.914, -2.037], [0.239, 2.324, -0.487], [1.492, 3.038, -2.552], [0.696, 2.026, -3.807], [-1.219, 0.495, -1.309], [-0.685, 0.433, -2.902], [1.574, 0.600, 5.401], [2.114, -0.338, 4.673], [2.244, -0.042, 3.394], [2.469, -1.528, 5.255], [1.386, 0.399, 6.399], [0.956, 1.365, 4.927], [2.684, -0.720, 2.713], [2.011, 0.875, 3.108], [5.103, 0.947, -0.006], [4.312, 1.364, -1.295], [2.974, 0.845, -1.267], [4.675, 1.521, 0.806], [6.170, 1.286, -0.073], [5.033, -0.080, 0.299], [4.858, 0.999, -2.092], [4.365, 2.454, -1.364], [2.474, 1.291, -1.988], [0.389, -1.692, -0.602], [0.947, -1.151, 0.696], [2.422, -1.098, 0.666], [0.775, -1.154, -1.464], [-0.680, -1.811, -0.706], [0.772, -2.680, -0.818], [0.642, -1.823, 1.523], [0.529, -0.173, 0.986], [2.596, -0.457, -0.002], [2.924, 3.371, 3.389], [2.406, 2.808, 2.089], [1.019, 2.567, 2.127], [3.932, 3.809, 3.228], [3.055, 2.537, 4.126], [2.289, 4.125, 3.801], [2.924, 1.858, 1.864], [2.539, 3.549, 1.327], [0.669, 2.481, 1.192], [-2.236, -2.890, 3.183], [-2.225, -1.451, 2.900], [-1.841, -0.848, 4.140], [-1.166, -3.311, 3.322], [-2.615, -3.413, 2.335], [-2.941, -3.106, 3.954], [-3.197, -0.996, 2.662], [-1.610, -1.214, 2.064], [-1.919, 0.096, 3.996], [-4.104, -2.545, 0.226], [-5.243, -1.860, -0.557], [-4.881, -0.612, -0.903], [-3.101, -2.121, 0.049], [-4.076, -3.664, 0.031], [-4.266, -2.514, 1.322], [-6.131, -1.698, 0.091], [-5.557, -2.465, -1.370], [-5.639, -0.237, -1.323], [1.376, -0.699, -4.588], [0.279, -0.094, -5.508], [0.547, 1.303, -5.497], [1.293, -1.769, -4.414], [1.476, -0.141, -3.673], [2.344, -0.463, -4.988], [-0.643, -0.325, -5.052], [0.311, -0.435, -6.553], [-0.130, 1.668, -6.069], [-2.364, -1.949, -3.148], [-2.723, -0.647, -3.480], [-1.323, -2.050, -3.426], [-2.889, -2.682, -3.857], [-2.386, -2.201, -2.124], [-3.528, -0.450, -3.010], [-2.404, 1.262, 1.030], [-2.483, 0.302, 0.015], [-2.570, 2.240, 0.600], [-1.425, 1.161, 1.436], [-3.127, 1.097, 1.825], [-3.382, 0.149, -0.286]],
  "max_force_ev_per_a": 7.914,
  "gap_ev": 7.93,
  "smiles": "NC(N)=O.NC(N)=O.CCO.CCO.CCO.CCO.CCO.CCO.CO.CO",
  "spin_multiplicity": 1,
  "relative_energy_kcal_mol": 0.0
}